C8H16O2 | ωB97M-V with the def2-TZVPD basis set

ORCA input file:
```
! wB97M-V def2-TZVPD RIJCOSX def2/J DEFGRID3
* xyz 0 1
C 1.037 0.562 -0.342
C -0.136 -0.365 0.455
C 2.207 -0.323 -0.762
C 0.407 1.228 -1.572
C 0.463 -0.860 1.778
C -0.600 -1.554 -0.377
C -2.604 0.413 0.277
C -1.206 0.632 0.786
O 1.507 1.516 0.541
O -0.924 1.665 1.394
H 0.695 1.905 1.019
H 2.620 -0.851 0.092
H 1.916 -1.028 -1.534
H 2.988 0.328 -1.152
H 1.171 1.825 -2.069
H -0.404 1.894 -1.283
H 0.035 0.494 -2.282
H -0.323 -1.265 2.417
H 1.188 -1.650 1.596
H 0.957 -0.049 2.306
H -1.023 -1.253 -1.332
H -1.359 -2.122 0.159
H 0.240 -2.217 -0.571
H -2.611 0.336 -0.809
H -3.010 -0.513 0.680
H -3.230 1.248 0.583
*
```

Summary:
**SMILES**: CC(=O)C(C)(C)C(C)(C)O
**Highest occupied orbital energy**: -9.40 eV
**Energy**: -464.9026 Eh
**Lowest unoccupied orbital energy**: 0.705 eV
**Gap between HOMO and LUMO**: 10.1 eV
**Energy above the lowest of the compared OMol25 structures with the same formula, charge and spin**: 0.739 eV

Here are the natural (NBO) charges for atoms 1 to 8, given in e: C 0.33; C -0.19; C -0.64; C -0.65; C -0.60; C -0.62; C -0.73; C 0.65

C8H16O4 | ωB97M-V with the def2-TZVPD basis set

ORCA input file:
```
! wB97M-V def2-TZVPD RIJCOSX def2/J DEFGRID3
* xyz 0 1
O -1.896 -3.540 1.507
O -0.735 -2.112 2.911
C -1.231 -3.285 2.499
C -0.715 -4.434 3.327
C 0.036 -0.482 1.290
C -1.138 -0.935 2.270
H -1.572 -4.991 3.742
H -0.157 -3.975 4.160
H -0.051 -5.146 2.809
H 0.972 -0.361 1.861
H -0.237 0.493 0.851
H 0.213 -1.199 0.471
H -1.251 -0.097 2.984
H -2.115 -1.087 1.771
O -0.398 4.120 -2.650
O 0.807 2.197 -2.634
C -0.237 2.952 -3.010
C -1.089 2.291 -4.067
C 2.330 1.291 -0.845
C 1.593 2.558 -1.495
H -0.629 2.377 -5.065
H -2.083 2.769 -4.095
H -1.220 1.221 -3.831
H 2.738 1.567 0.142
H 3.167 1.003 -1.503
H 1.665 0.420 -0.720
H 0.866 3.102 -0.862
H 2.366 3.281 -1.817
*
```

Summary:
**SMILES**: CCOC(C)=O.CCOC(C)=O
**Highest occupied orbital energy**: -10.35 eV
**Energy**: -615.3795 Eh
**Lowest unoccupied orbital energy**: 0.683 eV
**Gap between HOMO and LUMO**: 11.0 eV
**Energy above the lowest of the compared OMol25 structures with the same formula, charge and spin**: 0.688 eV

Here are the natural (NBO) charges for atoms 1 to 8, given in e: O -0.60; O -0.50; C 0.79; C -0.72; C -0.64; C -0.08; H 0.24; H 0.22

C8H16O4 | ωB97M-V with the def2-TZVPD basis set

ORCA input file:
```
! wB97M-V def2-TZVPD RIJCOSX def2/J DEFGRID3
* xyz 0 1
O 0.877 0.413 -1.437
O 0.384 -0.516 -3.420
C -0.068 0.263 -2.411
C 1.490 -0.823 -0.947
C 0.650 -1.850 -3.044
C 1.857 -1.786 -2.123
H -0.987 -0.158 -1.960
H -0.342 1.214 -2.908
H 2.378 -0.633 -0.314
H 0.698 -1.244 -0.299
H -0.229 -2.304 -2.548
H 0.894 -2.469 -3.928
H 2.783 -1.379 -2.573
H 2.096 -2.781 -1.702
O -1.467 2.349 1.480
O -0.263 1.605 3.412
C -0.357 2.504 2.354
C -1.627 0.975 1.032
C -0.279 0.227 3.004
C -1.500 -0.008 2.171
H 0.565 2.564 1.745
H -0.481 3.473 2.874
H -2.659 0.951 0.632
H -0.936 0.769 0.192
H 0.593 0.057 2.344
H -0.181 -0.451 3.873
H -2.392 0.041 2.825
H -1.496 -1.000 1.679
*
```

Summary:
**SMILES**: C1COCOC1.C1COCOC1
**Highest occupied orbital energy**: -9.75 eV
**Energy**: -615.3112 Eh
**Lowest unoccupied orbital energy**: 0.792 eV
**Gap between HOMO and LUMO**: 10.5 eV
**Energy above the lowest of the compared OMol25 structures with the same formula, charge and spin**: 2.547 eV

Here are the natural (NBO) charges for atoms 1 to 8, given in e: O -0.55; O -0.53; C 0.23; C -0.07; C -0.08; C -0.46; H 0.11; H 0.18